DFT (ωB97M-V/def2-TZVPD) results for a molecular structure, C3H2F6I2NO4PbS2Se3Te.

Geometry (Å):
Pb  0.08113  0.36254  2.27624
I  -0.95401  3.19873  3.39818
C  -1.34454  3.73348  1.36176
I  -0.08062  2.93701  -0.12932
H  -1.25893  4.81026  1.33689
H  -2.35407  3.40241  1.15828
Se  2.64337  0.37142  3.23387
Se  2.30262  -0.26284  5.46261
Te  1.12489  -2.43202  5.09073
Se  -0.95490  -1.46135  4.07489
F  1.97014  -2.98315  -1.11358
C  2.29049  -1.96412  -1.89912
F  1.88658  -2.23293  -3.13799
F  3.61648  -1.82505  -1.90632
S  1.52176  -0.38928  -1.28413
O  1.47612  -0.56872  0.15257
O  2.35218  0.65631  -1.80318
N  0.11379  -0.31084  -1.96105
S  -1.16022  -1.08638  -1.41242
O  -1.16331  -2.49036  -1.70921
O  -1.58627  -0.66328  -0.10295
C  -2.38570  -0.33524  -2.56203
F  -2.64427  0.92731  -2.22501
F  -1.97434  -0.35847  -3.82567
F  -3.51837  -1.03543  -2.47403

## Properties
- Orbital gap: 0.223 Eh
- LUMO: 1.53 eV
- Relative energy (zero: lowest compared OMol25 entry of this formula, charge and spin): 0.2404 eV
- Multiplicity: 1
- Charge: -1

=====

DFT (ωB97M-V/def2-TZVPD) results for 2 unconnected molecules or ions with the total composition C18H34N4O2.

Geometry (Å):
C  3.87948  -3.34196  1.04893
C  4.49815  -1.94277  0.97768
C  3.59935  -0.92690  0.27092
C  3.58161  -1.08594  -1.25431
C  3.20587  0.18669  -2.01165
C  1.79364  0.68142  -1.65873
C  1.76401  1.89377  -0.72856
C  0.37757  2.17837  -0.13283
C  0.08466  1.37484  1.14712
C  -1.07085  0.37087  1.04461
C  -2.34045  1.13279  0.90969
N  -3.31833  1.72070  0.82142
C  -1.08704  -0.45925  2.35176
C  -2.27505  -1.28784  2.55464
N  -3.20680  -1.93153  2.71569
O  -0.83194  -0.42426  -0.08212
C  -1.91110  -1.18444  -0.64254
C  -1.31706  -2.02360  -1.74976
C  -0.36174  -3.14163  -1.30203
C  -0.65238  -3.75419  0.06588
H  2.79823  -3.28047  1.20124
H  4.04338  -3.90207  0.12595
H  4.30358  -3.92974  1.86350
H  5.44956  -1.99439  0.43868
H  4.73573  -1.58772  1.98314
H  3.92981  0.08470  0.52566
H  2.57960  -1.04864  0.65626
H  4.55390  -1.45804  -1.59268
H  2.84539  -1.84968  -1.52988
H  3.94286  0.97322  -1.81407
H  3.25944  -0.03318  -3.08097
H  1.24008  0.94371  -2.56572
H  1.23741  -0.13767  -1.19658
H  2.47516  1.75974  0.09345
H  2.10965  2.77462  -1.27701
H  0.30263  3.24085  0.10210
H  -0.38811  1.97731  -0.88847
H  0.96818  0.80186  1.44611
H  -0.15244  2.05615  1.96629
H  -1.00922  0.22242  3.20090
H  -0.19919  -1.09303  2.34407
H  -2.39037  -1.79284  0.12573
H  -2.66843  -0.50626  -1.04970
H  -2.13615  -2.42034  -2.35381
H  -0.76654  -1.33111  -2.39452
H  0.66778  -2.77679  -1.32566
H  -0.40800  -3.94224  -2.04468
H  -0.71430  -3.00193  0.85462
H  0.14676  -4.44485  0.34124
H  -1.58432  -4.32331  0.06156
N  -6.08087  6.22809  0.31583
C  -5.36474  5.16334  0.80772
N  -4.82459  4.34178  -0.13959
O  -5.22837  4.98081  2.00302
H  -6.21520  6.40044  -0.66158
H  -6.49282  6.84856  0.98620
H  -4.30343  3.53662  0.16662
H  -4.92877  4.51299  -1.12100

## Properties
- Orbital gap: 0.374 Eh
- LUMO: 0.59 eV
- Relative energy (zero: lowest compared OMol25 entry of this formula, charge and spin): 0.0000 eV
- Multiplicity: 1
- Charge: 0

=====

DFT (ωB97M-V/def2-TZVPD) results for 9 unconnected molecules or ions with the total composition C72H91F12N13O10S4.

Geometry (Å):
C  -2.72628  -11.13840  -1.96930
C  -2.46880  -10.01583  -3.02679
C  -3.73690  -9.34278  -3.49392
O  -1.39193  -9.19452  -2.66706
H  -3.28369  -11.96183  -2.42603
H  -3.28050  -10.72021  -1.12421
H  -1.80402  -11.62420  -1.64582
H  -2.11221  -10.56239  -3.92488
H  -3.48740  -8.77907  -4.40162
H  -4.09539  -8.67269  -2.70601
H  -4.53151  -10.01687  -3.82847
C  -5.19135  -10.24137  -11.96248
N  -5.35352  -10.67323  -10.55333
C  -4.65956  -9.98551  -9.61599
C  -4.72466  -10.41125  -8.31265
C  -5.51150  -11.50273  -7.96597
C  -6.31996  -12.08092  -8.94655
C  -6.20901  -11.68461  -10.26904
C  -5.47927  -12.03104  -6.56540
C  -4.24444  -12.42157  -6.02262
C  -4.29490  -13.12391  -4.82782
N  -5.43245  -13.37559  -4.16462
C  -6.61620  -12.95414  -4.67382
C  -6.65564  -12.30348  -5.88127
C  -5.41330  -14.19669  -2.94284
H  -5.37338  -11.11379  -12.58796
H  -4.24821  -9.74005  -12.13628
H  -6.04268  -9.59822  -12.19868
H  -4.22389  -9.07353  -9.99429
H  -4.08136  -10.02650  -7.53260
H  -6.85994  -12.97728  -8.66856
H  -6.66236  -12.08503  -11.16524
H  -3.30647  -12.26532  -6.53392
H  -3.37716  -13.54316  -4.43259
H  -7.52459  -13.23418  -4.16020
H  -7.55057  -12.02821  -6.42345
H  -6.37817  -14.65124  -2.72529
H  -5.07463  -13.56249  -2.12851
H  -4.77054  -15.05210  -3.13597
C  0.03180  1.49693  -4.70302
N  -0.20878  0.02574  -4.91286
C  -1.01633  -0.66890  -4.09505
C  -1.09793  -2.03524  -4.16605
C  -0.56880  -2.70334  -5.26712
C  0.10441  -1.91960  -6.22320
C  0.40381  -0.59853  -5.93862
C  -0.66856  -4.17460  -5.46120
C  -0.62389  -5.07122  -4.41313
C  -0.80435  -6.44858  -4.62607
N  -0.93694  -6.89125  -5.86637
C  -1.05475  -6.03087  -6.91351
C  -0.88705  -4.68502  -6.77718
C  -1.06443  -8.34163  -6.20333
H  -0.58500  2.07832  -5.38444
H  1.08388  1.69392  -4.89071
H  -0.22565  1.65852  -3.66098
H  -1.45879  -0.08354  -3.30036
H  -1.63676  -2.64200  -3.45155
H  0.42468  -2.39809  -7.13695
H  0.91628  0.04777  -6.63936
H  -0.44868  -4.75173  -3.39519
H  -0.85954  -7.15479  -3.79676
H  -1.19108  -6.49752  -7.87854
H  -0.89272  -4.04874  -7.64933
H  -2.03567  -8.45363  -6.66897
H  -0.99269  -8.87664  -5.25288
H  -0.19738  -8.59998  -6.80656
C  -16.33068  -2.84874  0.41878
N  -15.02573  -3.50705  0.14181
C  -14.03637  -3.39304  1.04738
C  -12.83356  -4.05614  0.89042
C  -12.56567  -4.69930  -0.32691
C  -13.59983  -4.77015  -1.25897
C  -14.82446  -4.18310  -1.00353
C  -11.20332  -5.24866  -0.58220
C  -10.60035  -5.03796  -1.82928
C  -9.23536  -5.26556  -1.98726
N  -8.59920  -5.96286  -1.02201
C  -9.13187  -6.25570  0.15529
C  -10.42138  -5.83766  0.41157
C  -7.20571  -6.43862  -1.25084
H  -16.34529  -2.51205  1.45259
H  -17.16434  -3.52896  0.27104
H  -16.35833  -1.95101  -0.19705
H  -14.28103  -2.85765  1.95363
H  -12.12992  -4.14798  1.70458
H  -13.44289  -5.29284  -2.19238
H  -15.64852  -4.23720  -1.70120
H  -11.18628  -4.61625  -2.63416
H  -8.62228  -5.10671  -2.86003
H  -8.48416  -6.62416  0.94405
H  -10.85245  -5.91365  1.40078
H  -6.55228  -5.61663  -0.95192
H  -6.90554  -6.63367  -2.28060
H  -6.86540  -7.32140  -0.71670
C  7.86358  -10.89077  4.15520
N  6.73700  -10.86159  3.23122
C  6.45654  -9.72420  2.56065
C  5.42184  -9.59969  1.65426
C  4.67399  -10.75471  1.34888
C  4.98595  -11.93491  2.01518
C  5.98652  -11.93936  2.97271
C  3.75332  -10.71181  0.15951
C  3.88765  -11.64520  -0.85073
C  3.21332  -11.52057  -2.04405
N  2.29305  -10.56144  -2.15175
C  2.04207  -9.63962  -1.18942
C  2.73485  -9.76546  0.00518
C  1.66328  -10.37722  -3.47232
H  8.78560  -11.04914  3.59184
H  7.80234  -11.75476  4.81461
H  7.92855  -9.97472  4.73519
H  7.08133  -8.87096  2.79213
H  5.15537  -8.64719  1.22207
H  4.34123  -12.80340  2.01677
H  6.23029  -12.78498  3.60317
H  4.63075  -12.42658  -0.74670
H  3.33752  -12.20108  -2.87532
H  1.35703  -8.84213  -1.43236
H  2.66860  -8.94250  0.70790
H  0.66582  -10.80856  -3.56276
H  2.28827  -10.86506  -4.21807
H  1.52540  -9.34749  -3.79198
C  -2.23589  -13.01015  8.02230
N  -2.00311  -12.13064  6.83976
C  -3.10438  -11.78135  6.14094
C  -2.99368  -11.08158  4.96050
C  -1.73840  -10.76461  4.48160
C  -0.59986  -11.18818  5.18324
C  -0.75758  -11.92703  6.35635
C  -1.61753  -9.84698  3.30452
C  -1.25842  -10.29724  2.01940
C  -1.46466  -9.48612  0.92366
N  -1.75113  -8.17559  1.10134
C  -2.02194  -7.70581  2.33232
C  -1.92593  -8.51476  3.45295
C  -2.03708  -7.35785  -0.10780
H  -1.33427  -13.53854  8.32643
H  -3.00715  -13.73668  7.79373
H  -2.44353  -12.31292  8.83430
H  -4.01144  -12.09415  6.63922
H  -3.88794  -10.83331  4.39940
H  0.33788  -10.87329  4.74951
H  0.03975  -12.41949  6.89272
H  -1.07435  -11.35423  1.88042
H  -1.18454  -9.87407  -0.04854
H  -2.28637  -6.65855  2.31857
H  -2.07868  -8.04796  4.41641
H  -2.47684  -6.38478  0.08986
H  -2.71929  -7.93104  -0.72769
H  -1.08293  -7.26149  -0.62038
C  -2.13699  -17.77331  -1.48415
N  -1.40397  -16.97685  -0.41523
C  -2.34915  -16.57878  0.64902
C  -0.38662  -18.01175  0.08984
C  -0.68602  -15.82082  -1.09150
C  -1.55440  -14.58935  -1.35793
O  -2.51690  -14.79232  -2.36882
H  -2.74778  -18.51854  -0.96775
H  -1.41735  -18.21768  -2.16231
H  -2.94524  -17.21639  -1.95100
H  -2.80444  -17.49000  1.03520
H  -3.19635  -16.09655  0.16000
H  -1.88340  -15.95478  1.40451
H  0.08670  -17.52657  0.94069
H  0.36564  -18.19718  -0.67567
H  -0.83950  -18.97479  0.30732
H  -0.20579  -16.17444  -2.00328
H  0.11883  -15.56598  -0.39718
H  -0.90037  -13.83286  -1.80575
H  -1.90274  -14.16918  -0.41499
H  -2.00153  -14.78231  -3.20159
C  -0.00066  -12.54529  -5.84229
F  1.08820  -11.79556  -5.93049
F  -0.94282  -11.78216  -5.25367
F  -0.44302  -12.95682  -7.00104
S  0.40057  -14.04660  -4.76904
O  1.48836  -14.67299  -5.46592
O  0.75043  -13.49348  -3.45726
N  -1.10315  -14.80407  -4.66965
S  -0.95900  -16.15178  -5.48779
O  -0.56747  -15.99325  -6.85852
O  -0.37890  -17.25681  -4.77396
C  -2.75816  -16.63516  -5.65835
F  -2.94451  -17.65858  -6.44415
F  -3.30981  -16.88163  -4.44908
F  -3.46116  -15.58005  -6.14980
C  -7.57667  -10.13495  0.83824
F  -7.99131  -9.24225  -0.05023
F  -8.61733  -10.41530  1.61684
F  -7.15940  -11.26866  0.31880
S  -6.19004  -9.35491  1.92873
O  -5.87103  -10.33918  2.93691
O  -5.11520  -9.05942  0.98732
N  -7.00310  -7.94860  2.52005
S  -5.74209  -7.02866  2.89425
O  -4.91328  -7.62505  3.89446
O  -5.02076  -6.46024  1.77233
C  -6.58599  -5.48120  3.59561
F  -7.33736  -5.82183  4.63170
F  -5.66063  -4.64929  4.01975
F  -7.33504  -4.86681  2.66982

## Properties
- Orbital gap: 0.195 Eh
- LUMO: -14.63 eV
- Multiplicity: 1
- Charge: +8

=====

Copy entry 1 word for word.
DFT (ωB97M-V/def2-TZVPD) results for a molecular structure, C3H2F6I2NO4PbS2Se3Te.

Geometry (Å):
Pb  0.08113  0.36254  2.27624
I  -0.95401  3.19873  3.39818
C  -1.34454  3.73348  1.36176
I  -0.08062  2.93701  -0.12932
H  -1.25893  4.81026  1.33689
H  -2.35407  3.40241  1.15828
Se  2.64337  0.37142  3.23387
Se  2.30262  -0.26284  5.46261
Te  1.12489  -2.43202  5.09073
Se  -0.95490  -1.46135  4.07489
F  1.97014  -2.98315  -1.11358
C  2.29049  -1.96412  -1.89912
F  1.88658  -2.23293  -3.13799
F  3.61648  -1.82505  -1.90632
S  1.52176  -0.38928  -1.28413
O  1.47612  -0.56872  0.15257
O  2.35218  0.65631  -1.80318
N  0.11379  -0.31084  -1.96105
S  -1.16022  -1.08638  -1.41242
O  -1.16331  -2.49036  -1.70921
O  -1.58627  -0.66328  -0.10295
C  -2.38570  -0.33524  -2.56203
F  -2.64427  0.92731  -2.22501
F  -1.97434  -0.35847  -3.82567
F  -3.51837  -1.03543  -2.47403

## Properties
- Orbital gap: 0.223 Eh
- LUMO: 1.53 eV
- Relative energy (zero: lowest compared OMol25 entry of this formula, charge and spin): 0.2404 eV
- Multiplicity: 1
- Charge: -1

=====

Question: What is the formula in the third record?
Answer: C72H91F12N13O10S4